(1)
A molecular structure, C34H39BF4N2O2RuS2SiTe in a non-equilibrium geometry, computed with wB97M-V/def2-TZVPD.

Values from the calculation:
Energy above the lowest of the compared OMol25 structures with the same formula, charge and spin   70.21 kcal per mole
LUMO energy (alpha / beta)   0.8 / 1.3 eV
Multiplicity   2
HOMO-LUMO gap (alpha / beta)   5.664 / 6.207 eV
Net charge   -1
HOMO level (alpha / beta)   -0.180 / -0.181 Eh
⟨S²⟩   0.953
Largest force on an atom   0.084 hartree/bohr
E   -3452.39032 a.u.

Last column: Löwdin spin population.
Geometry (Å):
Ru  -0.74764  -0.99946  -0.67961  0.91
C  -0.98139  3.27524  -0.61577  0.00
C  -0.88008  1.88193  -1.17138  0.00
N  -1.44591  0.87633  -0.45189  -0.01
N  -2.25111  1.18988  0.54432  0.00
C  -2.65582  0.26983  1.36245  0.00
S  -2.12658  -1.38413  1.37410  0.00
S  -3.87870  0.72471  2.54623  0.00
C  -5.05618  1.69421  1.51914  0.00
C  -4.93962  3.18353  1.63301  0.00
C  -6.01715  3.97914  1.25626  0.00
C  -5.92665  5.35742  1.31346  0.00
C  -4.76091  5.95958  1.75444  0.00
C  -3.68772  5.17548  2.13725  0.00
C  -3.77726  3.79641  2.07686  0.00
C  -0.21059  1.64601  -2.39412  0.01
C  0.57622  2.66383  -2.98812  0.00
C  1.27910  2.46314  -4.14802  0.00
C  1.23296  1.22968  -4.80184  0.00
C  0.45785  0.21715  -4.28807  0.00
C  -0.29094  0.38108  -3.10877  0.01
O  -1.08014  -0.57385  -2.72224  0.05
H  -1.71291  3.27840  0.18899  0.00
H  -1.30390  3.96259  -1.39615  0.00
H  -0.02426  3.61770  -0.22146  0.00
H  -6.04803  1.35748  1.82672  0.00
H  -4.88719  1.37593  0.48458  0.00
H  -6.93148  3.51556  0.91303  0.00
H  -6.76995  5.96366  1.01333  0.00
H  -4.69366  7.03662  1.79837  0.00
H  -2.77581  5.63803  2.48574  0.00
H  -2.94493  3.18229  2.38342  0.00
H  0.64935  3.62360  -2.49860  0.00
H  1.87586  3.26075  -4.56650  0.00
H  1.78900  1.06559  -5.71460  0.00
H  0.40228  -0.74593  -4.77296  0.00
C  -5.29060  -0.91168  -3.15482  0.00
Te  -3.79810  -0.65045  -1.57797  0.00
C  -3.38440  -2.75446  -1.57524  0.01
H  -6.12230  -1.51171  -2.80649  0.00
H  -4.83503  -1.39186  -4.01120  0.00
H  -5.66209  0.06006  -3.45768  0.00
H  -2.99541  -3.05686  -2.54188  0.00
H  -4.29285  -3.29839  -1.33414  0.00
H  -2.63229  -2.95830  -0.81377  0.00
C  4.97269  -0.29794  -0.28698  0.00
C  3.47490  -0.12717  -0.49419  0.00
C  3.03009  -0.65590  -1.85180  0.00
C  3.11386  1.35012  -0.38305  0.00
Si  2.39607  -1.04245  0.87168  0.00
O  0.92284  -0.55658  0.67781  0.02
C  2.63719  -2.93655  0.88527  0.00
C  3.54538  -3.64242  0.11081  0.00
C  3.65265  -5.01789  0.20236  0.00
C  2.83708  -5.71712  1.07123  0.00
C  1.92121  -5.03188  1.85028  0.00
C  1.82721  -3.65551  1.75861  0.00
C  3.01721  -0.48464  2.58595  0.00
C  2.30293  0.42695  3.35193  0.00
C  2.73016  0.78779  4.61777  0.00
C  3.88970  0.23796  5.13716  0.00
C  4.61188  -0.67466  4.38704  0.00
C  4.17191  -1.03310  3.12686  0.00
H  5.52756  0.20218  -1.08281  0.00
H  5.26178  -1.34518  -0.27803  0.00
H  5.27881  0.14222  0.65966  0.00
H  3.34598  0.00432  -2.66244  0.00
H  1.93738  -0.71966  -1.88529  0.00
H  3.42884  -1.64886  -2.04224  0.00
H  3.68331  1.95247  -1.09480  0.00
H  3.32368  1.71826  0.61973  0.00
H  2.05494  1.48339  -0.59671  0.00
H  4.17901  -3.12342  -0.59279  0.00
H  4.35941  -5.54584  -0.42359  0.00
H  2.89790  -6.79473  1.12193  0.00
H  1.26012  -5.57025  2.51427  0.00
H  1.10248  -3.12862  2.36233  0.00
H  1.39298  0.84231  2.94588  0.00
H  2.15642  1.49248  5.20401  0.00
H  4.22498  0.50841  6.12847  0.00
H  5.51482  -1.11334  4.78951  0.00
H  4.72875  -1.76203  2.55500  0.00
F  -0.06165  -3.02208  -1.25071  0.01
B  -0.22874  -4.49599  -1.33215  0.00
F  -1.18939  -4.73313  -2.28081  0.00
F  0.96373  -5.03768  -1.69795  0.00
F  -0.64109  -4.90000  -0.09763  0.00

(2)
A single C3H6N2O molecule in a non-equilibrium geometry, computed with wB97M-V/def2-TZVPD.

Values from the calculation:
Energy above the lowest of the compared OMol25 structures with the same formula, charge and spin   73.67 kcal per mole
LUMO energy   0.7 eV
HOMO-LUMO gap   8.090 eV
HOMO level   -0.272 Eh
Largest force on an atom   0.033 hartree/bohr
E   -302.57570 a.u.

Last column: natural (NBO) charge in e.
Geometry (Å):
C  -0.06601  -1.07634  -0.58683  -0.74
C  0.57944  0.02588  0.02457  0.49
N  1.73812  0.58534  -0.37483  -0.78
N  -0.24659  0.60802  0.88617  -0.67
C  -1.61557  -0.00908  0.52741  0.52
O  -2.37930  0.52859  -0.25265  -0.59
H  -0.24825  -1.98361  -0.02352  0.24
H  0.11810  -1.25510  -1.64164  0.21
H  2.21768  0.16490  -1.15565  0.41
H  1.91689  1.56218  -0.19241  0.39
H  -0.05228  1.45271  1.40682  0.39
H  -1.96222  -0.60350  1.38256  0.13

(3)
7 unconnected molecules or ions with the total composition C12H38O13 in a non-equilibrium geometry, computed with wB97M-V/def2-TZVPD.

Values from the calculation:
Energy above the lowest of the compared OMol25 structures with the same formula, charge and spin   7.43 kcal per mole
LUMO energy   0.2 eV
HOMO-LUMO gap   9.985 eV
HOMO level   -0.360 Eh
Largest force on an atom   0.067 hartree/bohr
E   -1458.00494 a.u.

Last column: natural (NBO) charge in e.
Geometry (Å):
O  -1.06012  -4.57280  0.00179  -0.76
C  -1.92281  -4.24763  -1.13819  -0.10
C  -2.34151  -2.82957  -1.07314  -0.11
O  -3.10323  -2.58139  0.12387  -0.74
H  -1.61831  -4.53723  0.78718  0.48
H  -1.26141  -4.39544  -2.00878  0.21
H  -2.74307  -4.94953  -1.04317  0.18
H  -2.99853  -2.72114  -1.95485  0.17
H  -1.50717  -2.11478  -1.10657  0.21
H  -2.85783  -1.77289  0.49173  0.47
O  0.71449  -2.24651  -2.68746  -0.76
C  1.91622  -2.32644  -1.98121  -0.10
C  2.01967  -3.22378  -0.79860  -0.09
O  1.08199  -2.84916  0.21768  -0.77
H  0.65991  -1.41176  -3.13143  0.50
H  2.75139  -2.71496  -2.59847  0.15
H  2.16160  -1.31864  -1.60442  0.20
H  2.99034  -2.94973  -0.42494  0.18
H  1.98919  -4.27053  -1.10350  0.17
H  0.40870  -3.51320  0.09865  0.50
O  2.83947  0.26010  -0.27905  -0.72
C  2.75328  -0.28177  1.03605  -0.09
C  3.07731  0.77751  2.12536  -0.09
O  2.02085  1.69698  2.15955  -0.75
H  2.09571  0.86341  -0.27668  0.47
H  1.73652  -0.63214  1.17852  0.18
H  3.43582  -1.14432  1.22755  0.18
H  4.05883  1.30829  1.87668  0.17
H  3.18570  0.12573  3.02431  0.16
H  2.30236  2.53451  2.56457  0.48
O  0.44265  0.50293  -2.78401  -0.78
C  0.63437  1.87591  -3.05339  -0.09
C  0.76573  1.94551  -4.57666  -0.06
O  -0.34086  1.65422  -5.26746  -0.71
H  0.28368  0.36465  -1.85289  0.51
H  -0.20079  2.51519  -2.71039  0.17
H  1.53884  2.30297  -2.62067  0.16
H  1.54761  1.24426  -4.91608  0.15
H  1.05202  3.00597  -4.75380  0.17
H  -0.71578  0.79384  -5.04334  0.48
O  -0.78214  -0.61748  4.60654  -0.74
C  -2.11407  -0.21323  4.36594  -0.09
C  -2.18303  -0.30411  2.83348  -0.09
O  -1.21157  0.54547  2.27204  -0.77
H  -0.25903  0.03083  5.09074  0.48
H  -2.71759  -0.94896  4.79274  0.18
H  -2.40611  0.84317  4.60664  0.18
H  -3.17676  -0.02527  2.46533  0.19
H  -1.94282  -1.35963  2.60763  0.17
H  -0.31507  0.34102  2.54706  0.51
O  -1.41658  3.39323  1.85918  -0.75
C  -0.40930  3.86724  0.96798  -0.09
C  -0.84414  5.14337  0.38472  -0.09
O  -2.12096  5.07772  -0.18075  -0.70
H  -1.25609  2.45209  1.97159  0.50
H  0.71469  3.97280  1.30822  0.15
H  -0.35748  3.08755  0.17606  0.16
H  -0.18811  5.52593  -0.44579  0.19
H  -0.68988  5.91329  1.22076  0.15
H  -2.67046  4.70497  0.50037  0.48
O  -0.44825  -0.28930  -0.30757  -0.99
H  -0.07860  -1.17907  -0.24818  0.50
H  -0.91948  -0.12825  0.48093  0.49

(4)
A single C4H2N2O molecule in a non-equilibrium geometry, computed with wB97M-V/def2-TZVPD.

Values from the calculation:
Energy above the lowest of the compared OMol25 structures with the same formula, charge and spin   23.65 kcal per mole
LUMO energy   0.6 eV
HOMO-LUMO gap   10.910 eV
HOMO level   -0.380 Eh
Largest force on an atom   0.104 hartree/bohr
E   -338.30373 a.u.

Last column: natural (NBO) charge in e.
Geometry (Å):
N  1.16933  -1.63199  -2.18063  -0.27
C  0.93223  -0.89505  -1.26663  0.26
C  0.21521  -0.13951  -0.18494  -0.06
C  0.05501  -0.45146  1.07989  0.11
O  -0.64463  0.50727  1.70553  -0.40
C  -0.90350  1.39953  0.70113  0.31
N  -0.55190  1.00145  -0.50708  -0.40
H  0.46667  -1.20205  1.83269  0.23
H  -1.42527  2.07659  1.36030  0.23

Copy entry 2 word for word.
A single C3H6N2O molecule in a non-equilibrium geometry, computed with wB97M-V/def2-TZVPD.

Values from the calculation:
Energy above the lowest of the compared OMol25 structures with the same formula, charge and spin   73.67 kcal per mole
LUMO energy   0.7 eV
HOMO-LUMO gap   8.090 eV
HOMO level   -0.272 Eh
Largest force on an atom   0.033 hartree/bohr
E   -302.57570 a.u.

Last column: natural (NBO) charge in e.
Geometry (Å):
C  -0.06601  -1.07634  -0.58683  -0.74
C  0.57944  0.02588  0.02457  0.49
N  1.73812  0.58534  -0.37483  -0.78
N  -0.24659  0.60802  0.88617  -0.67
C  -1.61557  -0.00908  0.52741  0.52
O  -2.37930  0.52859  -0.25265  -0.59
H  -0.24825  -1.98361  -0.02352  0.24
H  0.11810  -1.25510  -1.64164  0.21
H  2.21768  0.16490  -1.15565  0.41
H  1.91689  1.56218  -0.19241  0.39
H  -0.05228  1.45271  1.40682  0.39
H  -1.96222  -0.60350  1.38256  0.13

Please write out number 2 again, unchanged.
A single C3H6N2O molecule in a non-equilibrium geometry, computed with wB97M-V/def2-TZVPD.

Values from the calculation:
Energy above the lowest of the compared OMol25 structures with the same formula, charge and spin   73.67 kcal per mole
LUMO energy   0.7 eV
HOMO-LUMO gap   8.090 eV
HOMO level   -0.272 Eh
Largest force on an atom   0.033 hartree/bohr
E   -302.57570 a.u.

Last column: natural (NBO) charge in e.
Geometry (Å):
C  -0.06601  -1.07634  -0.58683  -0.74
C  0.57944  0.02588  0.02457  0.49
N  1.73812  0.58534  -0.37483  -0.78
N  -0.24659  0.60802  0.88617  -0.67
C  -1.61557  -0.00908  0.52741  0.52
O  -2.37930  0.52859  -0.25265  -0.59
H  -0.24825  -1.98361  -0.02352  0.24
H  0.11810  -1.25510  -1.64164  0.21
H  2.21768  0.16490  -1.15565  0.41
H  1.91689  1.56218  -0.19241  0.39
H  -0.05228  1.45271  1.40682  0.39
H  -1.96222  -0.60350  1.38256  0.13